one) Molecular formula: C4H3NO
Method: DFT, ωB97M-V with the def2-TZVPD basis set

Geometry (Å):
C: 2.22440 0.05507 -0.34895
C: 1.04006 -0.17976 -0.30243
C: -0.41715 -0.43782 -0.25802
O: -1.56243 0.60050 -0.67577
C: -1.03179 -0.31304 1.02097
N: -1.47542 -0.16382 2.07157
H: 3.26794 0.31526 -0.39295
H: -0.62845 -1.38086 -0.79659
H: -1.41717 1.50449 -0.31781

Its highest occupied orbital energy is -10.6 eV. As for the multiplicity: 1. As for the net charge: 0. The value obtained for the HOMO-LUMO gap is 10.9 eV.

Here are the Mulliken charges for atoms 1 to 6, given in e: 0.220, -0.544, 0.018, -0.523, 0.235, -0.396

***

two) Molecular formula: C4H3NO
Method: DFT, ωB97M-V with the def2-TZVPD basis set

Geometry (Å):
N: 0.90587 2.01021 -1.52367
C: 0.55689 0.89827 -1.17870
C: -0.21112 -0.30633 -0.86791
C: -0.35325 -0.86569 0.21828
C: 0.28707 -0.02962 1.38490
O: 0.22571 1.31161 1.19847
H: -0.63185 -0.64420 -2.04717
H: -1.05346 -1.74113 0.41999
H: 0.27415 -0.63312 2.39582

Its highest occupied orbital energy is -10.3 eV. As for the multiplicity: 1. As for the net charge: 0. The value obtained for the HOMO-LUMO gap is 9.3 eV.

Here are the Mulliken charges for atoms 1 to 6, given in e: -0.447, 0.263, -0.092, -0.138, 0.071, -0.450

***

three) Molecular formula: C4H3NO
Method: DFT, ωB97M-V with the def2-TZVPD basis set

Geometry (Å):
O: 0.91194 -1.22707 -1.35895
C: 0.57031 -0.37338 -0.42926
C: 0.08908 0.86877 -0.94744
C: -0.35793 1.95388 -1.24809
C: -0.39107 -1.07673 2.57939
N: -0.99615 -1.29491 3.53868
H: 0.78280 -0.89096 -2.26917
H: 0.14343 -0.86935 1.65510
H: -0.75241 2.90975 -1.52025

Its highest occupied orbital energy is -9.8 eV. As for the multiplicity: 1. As for the net charge: 0. The value obtained for the HOMO-LUMO gap is 8.8 eV.

Here are the Mulliken charges for atoms 1 to 6, given in e: -0.309, -0.748, -0.141, 0.342, 0.367, -0.356

***

Most stable: one) (next structure +0.281 eV)